[1]
{"formula": "C48H126N10O14", "method": "ωB97M-V with the def2-TZVPD basis set", "symbols": ["C", "O", "C", "C", "C", "N", "H", "H", "H", "H", "H", "H", "H", "H", "H", "H", "H", "C", "O", "C", "C", "C", "N", "H", "H", "H", "H", "H", "H", "H", "H", "H", "H", "H", "C", "O", "C", "C", "C", "N", "H", "H", "H", "H", "H", "H", "H", "H", "H", "H", "H", "C", "O", "C", "C", "C", "N", "H", "H", "H", "H", "H", "H", "H", "H", "H", "H", "H", "C", "O", "C", "C", "C", "N", "H", "H", "H", "H", "H", "H", "H", "H", "H", "H", "H", "C", "O", "C", "C", "C", "N", "H", "H", "H", "H", "H", "H", "H", "H", "H", "H", "H", "C", "O", "C", "C", "N", "C", "C", "O", "C", "H", "H", "H", "H", "H", "H", "H", "H", "H", "H", "H", "H", "H", "H", "H", "C", "O", "C", "C", "N", "C", "C", "O", "C", "H", "H", "H", "H", "H", "H", "H", "H", "H", "H", "H", "H", "H", "H", "H", "C", "O", "C", "C", "N", "C", "C", "O", "C", "H", "H", "H", "H", "H", "H", "H", "H", "H", "H", "H", "H", "H", "H", "H", "C", "O", "C", "C", "N", "C", "C", "O", "C", "H", "H", "H", "H", "H", "H", "H", "H", "H", "H", "H", "H", "H", "H", "H"], "xyz": [[-12.14, 16.69, -8.17], [-11.74, 17.87, -7.46], [-10.62, 18.61, -7.91], [-9.28, 18.10, -7.39], [-9.10, 18.37, -5.87], [-8.15, 18.65, -8.06], [-12.42, 15.83, -7.56], [-11.47, 16.32, -8.95], [-13.03, 16.98, -8.74], [-10.69, 18.67, -8.99], [-10.91, 19.63, -7.66], [-9.06, 17.04, -7.55], [-9.91, 17.83, -5.38], [-8.96, 19.43, -5.63], [-8.15, 17.92, -5.60], [-7.40, 17.97, -8.02], [-8.41, 18.60, -9.04], [-8.38, 3.37, -4.06], [-9.43, 4.14, -4.66], [-9.11, 5.16, -5.67], [-8.58, 4.43, -6.91], [-8.39, 5.33, -8.14], [-9.22, 3.20, -7.34], [-8.99, 2.50, -3.80], [-7.88, 3.75, -3.17], [-7.63, 3.19, -4.82], [-9.99, 5.72, -5.99], [-8.37, 5.80, -5.19], [-7.60, 4.02, -6.65], [-9.27, 5.81, -8.57], [-8.02, 4.76, -8.99], [-7.72, 6.15, -7.91], [-10.13, 3.64, -7.42], [-9.25, 2.52, -6.59], [-10.02, 13.30, -14.55], [-9.94, 14.72, -14.50], [-9.25, 15.55, -15.37], [-8.90, 16.88, -14.73], [-8.34, 17.92, -15.68], [-8.00, 16.60, -13.67], [-10.52, 12.98, -13.64], [-9.07, 12.81, -14.75], [-10.73, 13.05, -15.34], [-8.34, 15.10, -15.78], [-9.79, 15.90, -16.25], [-9.81, 17.29, -14.27], [-9.00, 18.24, -16.48], [-7.42, 17.68, -16.21], [-8.18, 18.83, -15.10], [-8.25, 15.63, -13.56], [-7.09, 16.72, -14.10], [16.27, 13.31, -15.28], [15.01, 12.79, -15.65], [14.03, 12.98, -14.63], [14.02, 14.34, -13.88], [13.37, 14.27, -12.49], [13.49, 15.36, -14.73], [16.42, 13.34, -14.20], [16.26, 14.34, -15.63], [17.18, 12.85, -15.67], [12.99, 12.83, -14.94], [14.27, 12.17, -13.93], [15.00, 14.76, -13.69], [12.47, 13.66, -12.42], [13.27, 15.13, -11.84], [14.10, 13.66, -11.96], [13.38, 14.89, -15.62], [12.52, 15.41, -14.46], [2.71, 6.40, -3.43], [2.62, 5.00, -3.65], [3.82, 4.48, -4.20], [3.69, 2.98, -4.64], [3.43, 2.16, -3.42], [4.96, 2.52, -5.18], [3.71, 6.77, -3.23], [2.30, 6.71, -2.47], [2.21, 6.97, -4.21], [3.83, 5.03, -5.15], [4.78, 4.56, -3.68], [2.87, 2.81, -5.34], [2.95, 1.25, -3.77], [2.76, 2.74, -2.79], [4.35, 1.88, -2.90], [5.66, 3.07, -4.70], [5.16, 1.57, -4.89], [-2.24, 13.61, -16.42], [-1.66, 14.39, -17.43], [-1.97, 15.81, -17.37], [-1.32, 16.48, -18.64], [-1.39, 18.01, -18.65], [-1.83, 16.13, -19.93], [-3.31, 13.58, -16.24], [-1.63, 13.71, -15.51], [-1.95, 12.62, -16.76], [-3.02, 15.97, -17.60], [-1.74, 16.24, -16.40], [-0.31, 16.11, -18.47], [-0.97, 18.54, -19.51], [-0.85, 18.41, -17.79], [-2.40, 18.42, -18.66], [-2.58, 15.47, -19.78], [-1.08, 15.64, -20.40], [7.54, 6.71, -11.50], [6.58, 5.85, -12.25], [5.88, 5.08, -11.28], [4.92, 4.07, -11.74], [4.54, 4.35, -13.15], [3.64, 5.51, -13.44], [2.27, 5.33, -12.71], [2.48, 5.66, -11.37], [1.31, 5.63, -10.54], [7.18, 7.58, -10.93], [8.33, 7.07, -12.16], [8.19, 6.10, -10.87], [5.34, 5.74, -10.59], [6.50, 4.53, -10.58], [4.19, 4.04, -10.94], [5.43, 3.11, -11.89], [5.41, 4.58, -13.62], [3.57, 5.51, -14.53], [4.09, 6.46, -13.15], [1.98, 4.30, -12.90], [1.62, 6.08, -13.16], [0.57, 6.41, -10.70], [1.52, 5.60, -9.47], [0.71, 4.75, -10.77], [12.34, 11.76, -20.68], [11.20, 12.31, -19.94], [9.92, 12.27, -20.56], [9.33, 10.99, -20.94], [8.58, 10.33, -19.91], [9.50, 9.62, -18.95], [9.55, 8.07, -19.12], [10.77, 7.59, -19.61], [10.88, 7.60, -21.07], [12.43, 10.73, -20.36], [13.23, 12.35, -20.50], [12.17, 11.71, -21.76], [10.13, 12.96, -21.38], [9.27, 12.84, -19.88], [10.09, 10.39, -21.45], [8.51, 11.05, -21.66], [8.07, 9.54, -20.29], [8.99, 9.77, -18.00], [10.50, 10.06, -18.88], [8.72, 7.73, -19.75], [9.30, 7.64, -18.15], [11.10, 8.57, -21.51], [9.93, 7.19, -21.41], [11.77, 7.01, -21.31], [-7.33, 12.74, -0.23], [-6.42, 13.64, 0.42], [-5.10, 13.18, 0.59], [-4.67, 12.75, 1.99], [-3.30, 12.25, 2.13], [-2.76, 12.76, 3.48], [-1.33, 13.36, 3.36], [-0.40, 12.29, 3.29], [-0.23, 11.75, 1.98], [-7.05, 12.47, -1.24], [-8.33, 13.16, -0.12], [-7.36, 11.85, 0.40], [-4.47, 13.91, 0.08], [-4.78, 12.37, -0.06], [-5.44, 12.05, 2.31], [-4.87, 13.72, 2.45], [-3.45, 11.27, 2.34], [-2.64, 11.92, 4.16], [-3.38, 13.51, 3.96], [-1.05, 14.03, 4.16], [-1.17, 13.97, 2.46], [0.44, 10.90, 2.11], [0.50, 12.30, 1.40], [-1.06, 11.59, 1.29], [-5.40, 12.16, -9.21], [-4.09, 11.82, -9.06], [-3.41, 12.59, -8.10], [-1.96, 12.08, -8.11], [-1.21, 12.40, -9.38], [0.28, 11.97, -9.24], [1.07, 12.19, -10.65], [2.41, 12.66, -10.57], [3.04, 12.53, -11.81], [-5.63, 13.03, -9.83], [-5.88, 12.28, -8.24], [-5.76, 11.26, -9.71], [-3.89, 12.60, -7.13], [-3.54, 13.63, -8.42], [-1.88, 11.01, -7.90], [-1.61, 12.63, -7.24], [-1.69, 11.80, -10.04], [0.44, 10.92, -9.00], [0.84, 12.66, -8.61], [0.61, 12.96, -11.28], [1.11, 11.26, -11.22], [3.98, 13.07, -11.91], [2.32, 13.02, -12.46], [3.06, 11.49, -12.14]], "homo_energy_ha": -0.3090, "smiles": "COC[C@H](C)N.COC[C@H](C)N.COC[C@H](C)N.COC[C@H](C)N.COC[C@H](C)N.COC[C@H](C)N.COCCNCCOC.COCCNCCOC.COCCNCCOC.COCCNCCOC", "e_lumo_ev": 0.217, "charge": 0, "fmax_ev_per_a": 3.4, "e_above_lowest_ev": 13.116, "orbital_gap_ev": 8.62, "mol_weight_g_mol": 1067.59}

---

[2]
{"formula": "C3H41N2O16", "method": "ωB97M-V with the def2-TZVPD basis set", "symbols": ["C", "C", "N", "C", "N", "H", "H", "H", "H", "H", "H", "H", "H", "H", "H", "H", "O", "H", "H", "O", "H", "H", "O", "H", "H", "O", "H", "H", "O", "H", "H", "O", "H", "H", "O", "H", "H", "O", "H", "H", "O", "H", "H", "O", "H", "H", "O", "H", "H", "O", "H", "H", "O", "H", "H", "O", "H", "H", "O", "H", "H", "O"], "xyz": [[2.47, -1.23, -3.26], [0.99, -1.18, -2.91], [0.71, -0.33, -1.69], [-0.40, -0.58, -1.03], [-1.01, 0.35, -0.34], [3.17, -0.86, -2.50], [2.85, -2.20, -3.57], [2.59, -0.53, -4.08], [0.35, -0.68, -3.63], [0.66, -2.19, -2.66], [1.40, 0.40, -1.54], [-0.88, -1.46, -1.42], [-0.57, 1.23, -0.13], [-1.97, 0.21, -0.08], [-2.57, -3.27, 0.20], [-1.15, -3.82, -0.11], [-1.87, -3.26, -0.46], [3.11, 1.52, -3.16], [2.28, 2.93, -3.24], [2.29, 1.98, -3.35], [-3.75, 3.16, 1.83], [-2.38, 2.70, 2.58], [-3.20, 2.46, 2.19], [3.94, -0.82, 1.74], [2.80, -0.50, 0.79], [3.50, -1.16, 0.96], [1.51, 5.10, 0.87], [1.57, 4.60, 2.23], [0.94, 4.65, 1.50], [-1.63, -3.58, -3.45], [-1.70, -2.93, -2.11], [-2.00, -2.81, -3.04], [0.40, -0.34, 2.83], [0.90, -0.58, 4.25], [1.01, -0.01, 3.49], [0.27, -4.02, 2.80], [-0.05, -2.62, 2.60], [-0.45, -3.48, 2.47], [1.74, 1.71, 0.80], [2.42, 2.05, -0.59], [2.09, 1.35, -0.02], [-3.28, 1.39, -1.42], [-3.54, 1.07, -0.05], [-3.66, 0.66, -0.92], [-4.34, 2.85, -0.51], [-3.35, 3.77, -1.29], [-3.56, 3.40, -0.43], [-0.69, 3.77, -0.26], [-1.32, 3.19, -1.57], [-1.03, 3.99, -1.14], [0.45, -4.33, 0.89], [1.02, -4.49, -0.48], [0.28, -4.81, 0.06], [3.03, -3.21, 2.80], [2.41, -2.23, 1.76], [2.19, -2.84, 2.51], [0.20, 2.79, 2.34], [0.97, 1.77, 3.23], [0.90, 2.14, 2.34], [-2.00, -0.97, 1.84], [-2.85, 0.19, 2.61], [-2.20, -0.04, 1.94]], "homo_energy_ha": -0.4827, "e_lumo_ev": -2.721, "charge": 1, "fmax_ev_per_a": 3.6, "e_above_lowest_ev": 4.961, "orbital_gap_ev": 10.41, "mol_weight_g_mol": 361.36}

---

[3]
{"formula": "C6H11PS", "method": "ωB97M-V with the def2-TZVPD basis set", "symbols": ["C", "C", "C", "C", "C", "C", "P", "S", "H", "H", "H", "H", "H", "H", "H", "H", "H", "H", "H"], "xyz": [[-1.17, -0.31, 1.44], [0.16, -0.45, 1.62], [-2.13, -0.02, 0.26], [-1.13, 0.10, -0.94], [2.02, 1.99, 0.60], [0.83, -2.03, -0.83], [0.46, -0.42, -0.19], [2.24, 0.75, -0.91], [-1.63, -0.15, 2.41], [-2.88, -0.74, 0.15], [-2.77, 0.91, 0.34], [-1.30, -0.12, -2.01], [-0.88, 1.13, -1.04], [2.87, 2.58, 0.60], [1.85, 1.32, 1.42], [1.03, 2.40, 0.22], [-0.06, -2.21, -1.32], [1.52, -1.96, -1.65], [0.96, -2.78, -0.17]], "homo_energy_ha": -0.2989, "e_lumo_ev": 0.550, "charge": 0, "fmax_ev_per_a": 5.1, "e_above_lowest_ev": 3.639, "orbital_gap_ev": 8.68, "mol_weight_g_mol": 146.20}

---

[4]
{"formula": "C5H8O", "method": "ωB97M-V with the def2-TZVPD basis set", "symbols": ["C", "C", "C", "C", "C", "O", "H", "H", "H", "H", "H", "H", "H", "H"], "xyz": [[1.10, 0.35, -0.52], [0.25, 1.01, 0.54], [-1.16, 0.44, 0.32], [-0.76, -0.99, -0.09], [0.68, -0.98, 0.08], [0.91, 0.18, 1.47], [0.59, 0.39, -1.63], [2.16, 0.60, -0.54], [0.33, 2.08, 0.73], [-1.75, 0.45, 1.23], [-1.72, 0.97, -0.47], [-1.35, -1.83, 0.29], [-0.57, -0.78, -1.44], [1.28, -1.90, 0.04]], "homo_energy_ha": -0.3334, "e_lumo_ev": 0.858, "charge": 0, "fmax_ev_per_a": 4.4, "e_above_lowest_ev": 4.245, "orbital_gap_ev": 9.93, "mol_weight_g_mol": 84.12}

---

[5]
{"formula": "C9H7N4", "method": "ωB97M-V with the def2-TZVPD basis set", "symbols": ["H", "N", "N", "C", "C", "C", "N", "N", "C", "C", "C", "C", "C", "C", "H", "H", "H", "H", "H", "H"], "xyz": [[3.16, 2.40, -1.31], [2.66, 2.11, -0.44], [1.47, 2.03, -0.63], [0.42, 1.55, -0.04], [-0.78, 1.98, 0.55], [-1.66, 0.76, 0.81], [-1.43, 0.81, 2.14], [-1.07, 0.87, 3.21], [-0.89, -0.41, 0.21], [-1.15, -1.77, 0.15], [-0.37, -2.59, -0.64], [0.80, -2.01, -1.27], [1.20, -0.69, -1.01], [0.32, 0.06, -0.25], [-1.05, 2.90, 1.08], [-2.72, 0.87, 0.52], [-1.93, -2.23, 0.70], [-0.48, -3.71, -0.76], [1.36, -2.65, -1.88], [2.13, -0.28, -1.11]], "homo_energy_ha": -0.4571, "smiles": "[H]/N=N/C1=C[C@H]([N+]#N)c2ccccc21", "e_lumo_ev": -4.899, "charge": 1, "fmax_ev_per_a": 8.5, "e_above_lowest_ev": 2.214, "orbital_gap_ev": 7.54, "mol_weight_g_mol": 171.18}